[1]
Formula: C4H13NO2S
Source: the Open Molecules 2025 dataset
Level of theory: ωB97M-V/def2-TZVPD

E_tot: -763.5989 a.u.
energy above the lowest of the compared OMol25 structures with the same formula, charge and spin: 0.6348 eV
E_LUMO: 0.74 eV
max |F|: 0.0338 Eh/bohr

Each line ends with the Mulliken charge.
CARTESIAN COORDINATES (ANGSTROEM)
C  -0.158  -1.382  -1.630  -0.980
N  0.484  -0.993  -0.372  -0.420
C  0.321  0.399  0.027  0.182
C  -1.047  0.712  0.611  -0.631
O  -1.023  0.620  2.023  -0.571
C  0.717  1.428  -1.076  -0.944
S  1.694  2.844  -0.501  -0.231
H  0.179  -2.372  -1.925  0.377
H  -1.222  -1.464  -1.405  0.273
H  0.003  -0.668  -2.440  0.321
H  1.461  -1.250  -0.304  0.311
H  1.078  0.624  0.773  0.386
H  -1.432  1.680  0.280  0.341
H  -1.770  -0.015  0.233  0.325
H  -1.322  -0.282  2.187  0.374
H  -0.137  1.732  -1.685  0.437
H  1.442  0.961  -1.745  0.342
H  0.964  3.153  0.580  0.127
O  -0.437  -2.014  2.252  -0.757
H  0.335  -1.791  2.786  0.324
H  -0.130  -1.922  1.329  0.414

[2]
Formula: C18H54O9
Source: the Open Molecules 2025 dataset
Level of theory: ωB97M-V/def2-TZVPD

E_tot: -1395.1423 a.u.
energy above the lowest of the compared OMol25 structures with the same formula, charge and spin: 6.1089 eV
E_LUMO: 0.42 eV
max |F|: 0.0780 Eh/bohr

Each line ends with the Mulliken charge.
CARTESIAN COORDINATES (ANGSTROEM)
C  -10.792  8.812  -3.351  -0.280
C  -11.278  8.067  -4.478  -0.233
O  -12.599  7.455  -4.254  -0.576
H  -11.581  9.243  -2.734  0.397
H  -10.008  9.534  -3.579  -0.208
H  -10.300  8.207  -2.589  0.182
H  -10.623  7.250  -4.782  0.308
H  -11.494  8.676  -5.355  0.169
H  -12.672  6.564  -4.603  0.289
C  -8.222  13.113  -10.282  -1.071
C  -9.513  12.426  -10.561  -0.115
O  -10.048  11.726  -9.467  -0.519
H  -7.448  12.545  -9.766  0.303
H  -8.268  13.882  -9.511  0.138
H  -7.805  13.708  -11.094  0.422
H  -9.254  11.843  -11.445  0.233
H  -10.157  13.255  -10.855  0.345
H  -10.750  12.250  -9.074  0.288
C  -11.605  15.179  -3.439  -0.810
C  -12.032  13.704  -3.054  -0.113
O  -12.208  12.916  -4.126  -0.533
H  -12.454  15.733  -3.841  0.389
H  -10.743  15.138  -4.104  -0.045
H  -11.363  15.768  -2.554  0.318
H  -12.967  13.601  -2.504  0.353
H  -11.157  13.281  -2.559  0.140
H  -11.974  12.016  -3.888  0.302
C  -9.389  15.244  0.204  -0.955
C  -8.240  14.349  -0.120  -0.313
O  -8.412  13.819  -1.432  -0.402
H  -9.688  15.212  1.251  0.347
H  -10.288  15.142  -0.404  0.139
H  -9.129  16.300  0.128  0.287
H  -8.362  13.478  0.524  0.254
H  -7.251  14.647  0.231  0.389
H  -7.690  13.189  -1.477  0.219
C  -8.822  11.680  -6.645  -0.700
C  -8.118  11.934  -5.289  -0.299
O  -9.044  11.948  -4.224  -0.246
H  -9.366  10.738  -6.580  0.419
H  -8.207  11.643  -7.544  0.024
H  -9.487  12.539  -6.740  0.173
H  -7.616  12.900  -5.360  0.374
H  -7.361  11.215  -4.976  0.138
H  -8.567  12.513  -3.611  0.105
C  -8.006  16.380  -5.470  -0.930
C  -7.919  15.763  -6.818  0.070
O  -6.546  15.347  -7.143  -0.521
H  -9.032  16.657  -5.226  0.270
H  -7.337  17.237  -5.388  0.336
H  -7.727  15.668  -4.694  0.179
H  -8.373  16.342  -7.622  0.479
H  -8.517  14.856  -6.726  -0.167
H  -6.206  16.083  -7.656  0.303
C  -4.088  9.848  -5.393  -0.814
C  -3.112  9.853  -4.226  -0.069
O  -2.247  8.732  -4.361  -0.576
H  -4.305  10.852  -5.757  0.286
H  -5.057  9.542  -5.001  0.141
H  -3.859  9.162  -6.209  0.360
H  -3.539  9.577  -3.262  0.103
H  -2.524  10.768  -4.158  0.292
H  -2.718  7.902  -4.466  0.286
C  -7.002  8.639  -10.302  -1.324
C  -7.950  9.090  -9.270  0.617
O  -9.257  9.051  -9.754  -0.599
H  -7.293  7.737  -10.840  0.310
H  -5.963  8.495  -10.006  0.321
H  -7.029  9.435  -11.046  0.275
H  -7.779  10.122  -8.966  -0.264
H  -7.840  8.435  -8.406  0.232
H  -9.642  9.907  -9.555  0.433
C  -7.642  8.256  -2.387  -0.932
C  -6.365  8.496  -1.573  -0.119
O  -6.580  9.416  -0.570  -0.513
H  -8.528  8.083  -1.776  0.455
H  -7.581  7.289  -2.887  0.363
H  -7.927  9.000  -3.130  -0.010
H  -5.535  8.617  -2.270  0.088
H  -6.207  7.551  -1.054  0.299
H  -7.376  9.177  -0.090  0.320

[3]
Formula: C4H10N2O2
Source: the Open Molecules 2025 dataset
Level of theory: ωB97M-V/def2-TZVPD

E_tot: -418.2042 a.u.
energy above the lowest of the compared OMol25 structures with the same formula, charge and spin: 6.9878 eV
E_LUMO: -1.07 eV
max |F|: 0.0542 Eh/bohr

Each line ends with the Mulliken charge.
CARTESIAN COORDINATES (ANGSTROEM)
C  1.404  -1.711  -0.247  -0.969
C  0.448  -1.404  0.880  -0.702
C  0.259  0.428  1.041  -0.007
O  1.337  1.021  1.067  -0.664
N  -0.544  0.920  -0.428  -0.120
C  -1.212  2.209  -0.505  -0.849
N  -1.521  -0.440  -0.630  0.205
O  -1.303  -1.124  -1.550  -0.215
H  2.243  -1.013  -0.236  0.264
H  0.923  -1.637  -1.227  0.260
H  1.783  -2.734  -0.184  0.347
H  -0.424  -2.056  0.908  0.387
H  0.949  -1.457  1.847  0.373
H  -0.478  0.481  1.861  0.364
H  0.306  0.876  -0.994  0.371
H  -2.197  2.133  -0.048  0.311
H  -0.650  3.001  -0.005  0.323
H  -1.326  2.507  -1.549  0.323

[4]
Formula: C4H16NO2
Source: the Open Molecules 2025 dataset
Level of theory: ωB97M-V/def2-TZVPD

E_tot: -366.9553 a.u.
energy above the lowest of the compared OMol25 structures with the same formula, charge and spin: 2.0189 eV
E_LUMO: -2.93 eV
max |F|: 0.0687 Eh/bohr
net charge: +1

Each line ends with the Mulliken charge.
CARTESIAN COORDINATES (ANGSTROEM)
C  0.508  1.243  0.839  -0.615
C  1.681  0.289  0.627  -0.579
C  1.232  -1.106  1.089  -0.249
C  0.536  -1.908  -0.005  -1.419
N  -0.579  0.768  -0.177  -0.156
H  0.182  1.223  1.911  0.306
H  0.793  2.231  0.674  0.383
H  2.162  0.322  -0.350  0.340
H  2.537  0.657  1.332  0.305
H  1.981  -1.594  1.673  0.452
H  0.475  -1.086  1.899  0.199
H  -0.479  -2.035  0.149  0.414
H  0.842  -2.879  0.090  0.381
H  0.725  -1.555  -1.099  0.334
H  -0.982  1.650  -0.651  0.403
H  -1.187  0.062  0.287  0.242
H  -0.287  0.207  -1.027  0.273
H  1.051  1.105  -3.865  0.337
H  -0.589  1.274  -3.779  0.326
O  0.231  1.344  -3.298  -0.655
H  -3.715  -1.050  1.626  0.327
H  -2.342  -0.664  2.226  0.325
O  -2.838  -0.638  1.403  -0.675